# 1
Computed, not measured: a 2-piece molecular cluster, C3H5BrF2O2 overall at a distorted geometry, with wB97M-V/def2-TZVPD.

Computed properties:
* orbital gap (spin up / spin down): 8.1 / 8.1 eV
* max |F|: 4.3 eV/Å
* calculated total energy: -82760.584 eV
* highest occupied orbital energy (spin up / spin down): -8.08 / -8.08 eV

Each line ends with the Löwdin charge.
Atoms and positions in Å:
C  0.078  -0.412  -1.628  -0.067
C  0.403  -0.974  0.661  -0.232
C  -0.174  1.482  0.703  -0.758
O  -0.021  -1.584  1.704  0.170
O  -0.249  -1.251  -0.510  -0.105
F  0.730  2.200  0.132  -0.003
F  -0.084  1.744  2.109  -0.117
Br  -1.988  2.117  0.082  0.552
H  0.872  0.213  -1.195  0.067
H  -0.739  0.274  -2.010  0.095
H  0.446  -1.091  -2.412  0.099
H  1.574  -0.785  0.783  0.204
H  -0.848  -1.930  1.580  0.096


# 2
Computed, not measured: a 11-piece molecular cluster, C26H74N6O11 overall at a distorted geometry, with wB97M-V/def2-TZVPD.

Computed properties:
* orbital gap: 9.8 eV
* SMILES string: NC(N)=O.NC(N)=O.NC(N)=O.CC(C)O.CC(C)O.CC(C)O.CC(C)O.CC(C)O.CC(C)O.CC(C)O.CCO
* max |F|: 7.9 eV/Å
* calculated total energy: -59622.356 eV
* energy relative to the best compared isomer or geometry (same formula, charge and spin): 0.00 kcal/mol
* highest occupied orbital energy: -9.57 eV

Each line ends with the Löwdin charge.
Atoms and positions in Å:
N  4.312  -5.269  2.637  0.154
C  3.705  -4.299  3.184  -0.820
N  4.427  -3.209  3.027  0.156
O  2.670  -4.443  3.783  0.045
H  5.049  -5.031  1.989  0.111
H  4.081  -6.246  2.744  0.129
H  5.384  -3.293  2.716  0.105
H  4.167  -2.381  3.544  0.119
N  4.027  1.332  8.113  0.170
C  5.083  1.545  7.427  -0.802
N  6.042  1.930  8.148  0.166
O  5.147  1.372  6.172  -0.026
H  3.210  0.994  7.624  0.129
H  4.098  1.232  9.115  0.116
H  6.057  1.756  9.142  0.118
H  6.943  1.802  7.710  0.129
N  -2.118  5.370  -4.425  0.172
C  -2.484  5.306  -3.232  -0.860
N  -3.650  5.780  -3.083  0.170
O  -1.807  4.845  -2.311  0.011
H  -1.156  5.106  -4.581  0.135
H  -2.770  5.598  -5.161  0.123
H  -4.013  5.756  -2.141  0.132
H  -4.075  6.223  -3.884  0.117
C  -1.000  -5.695  -4.474  -0.064
C  -0.199  -5.863  -3.139  -0.475
C  0.110  -7.341  -2.781  -0.052
O  0.937  -5.000  -3.133  -0.046
H  -0.399  -6.085  -5.294  0.071
H  -1.113  -4.638  -4.716  0.066
H  -1.981  -6.169  -4.444  0.074
H  -0.959  -5.539  -2.428  0.119
H  0.769  -7.829  -3.499  0.073
H  -0.737  -8.013  -2.638  0.076
H  0.658  -7.324  -1.839  0.071
H  0.622  -4.106  -2.980  0.086
C  2.177  0.180  -8.218  -0.056
C  1.252  -0.559  -9.229  -0.488
C  -0.138  0.074  -9.246  -0.065
O  1.807  -0.624  -10.527  -0.052
H  2.421  1.206  -8.492  0.077
H  3.145  -0.315  -8.147  0.067
H  1.662  0.159  -7.257  0.075
H  1.159  -1.603  -8.929  0.128
H  -0.204  1.127  -9.521  0.080
H  -0.673  -0.047  -8.304  0.076
H  -0.797  -0.448  -9.938  0.074
H  2.723  -0.911  -10.500  0.084
C  7.010  -3.454  -4.996  -0.046
C  6.588  -4.581  -6.007  -0.518
C  7.784  -5.310  -6.665  -0.053
O  5.883  -5.489  -5.294  -0.038
H  7.289  -2.494  -5.431  0.073
H  7.675  -3.868  -4.238  0.081
H  6.113  -3.171  -4.446  0.062
H  5.956  -4.155  -6.786  0.127
H  8.638  -5.630  -6.069  0.073
H  8.354  -4.637  -7.305  0.072
H  7.394  -6.172  -7.206  0.076
H  5.261  -5.030  -4.725  0.092
C  -5.177  4.977  4.273  -0.057
C  -6.190  5.962  3.608  -0.493
C  -6.999  5.236  2.518  -0.054
O  -7.029  6.463  4.622  -0.053
H  -4.812  5.401  5.208  0.074
H  -4.337  4.726  3.626  0.078
H  -5.770  4.094  4.511  0.076
H  -5.559  6.769  3.236  0.124
H  -6.453  4.317  2.304  0.069
H  -7.067  5.894  1.652  0.069
H  -8.008  4.930  2.794  0.080
H  -7.670  7.048  4.211  0.087
C  -6.534  -1.583  -1.345  -0.045
C  -5.858  -2.959  -1.304  -0.559
C  -5.104  -3.238  -0.025  -0.060
O  -6.828  -3.908  -1.275  -0.036
H  -6.876  -1.398  -0.326  0.076
H  -7.382  -1.459  -2.018  0.076
H  -5.823  -0.781  -1.537  0.076
H  -5.125  -3.129  -2.093  0.130
H  -5.843  -3.038  0.751  0.081
H  -4.254  -2.564  0.084  0.082
H  -4.733  -4.258  0.071  0.084
H  -7.400  -3.745  -2.028  0.095
C  0.546  7.413  3.756  -0.044
C  1.427  6.152  3.602  -0.503
C  2.310  6.183  2.366  -0.076
O  2.353  6.101  4.640  -0.056
H  -0.364  7.240  3.182  0.070
H  1.036  8.303  3.361  0.080
H  0.100  7.533  4.744  0.076
H  0.832  5.239  3.571  0.132
H  2.829  5.242  2.181  0.075
H  3.153  6.874  2.326  0.081
H  1.667  6.512  1.550  0.076
H  2.788  5.249  4.556  0.089
C  -2.027  0.435  8.157  -0.064
C  -1.927  -0.966  7.624  -0.519
C  -3.137  -1.232  6.710  -0.061
O  -0.773  -1.000  6.813  -0.062
H  -1.197  0.477  8.863  0.076
H  -2.933  0.603  8.739  0.084
H  -1.851  1.139  7.344  0.090
H  -1.803  -1.729  8.392  0.134
H  -3.127  -2.213  6.235  0.073
H  -3.180  -0.463  5.939  0.084
H  -3.989  -1.195  7.390  0.074
H  -0.662  -1.857  6.395  0.090
C  0.579  0.413  1.045  -0.079
C  1.200  0.339  -0.337  -0.344
O  0.344  -0.042  -1.409  -0.090
H  -0.312  1.040  1.081  0.075
H  1.373  0.924  1.589  0.073
H  0.470  -0.634  1.329  0.078
H  2.035  -0.361  -0.307  0.108
H  1.577  1.295  -0.701  0.106
H  -0.025  0.808  -1.659  0.074


# 3
Computed, not measured: an isolated ion of composition CH2OPS and charge -1 at a distorted geometry, with wB97M-V/def2-TZVPD.

Computed properties:
* orbital gap: 7.3 eV
* SMILES string: [O-]C(P)=S
* max |F|: 3.3 eV/Å
* calculated total energy: -23241.290 eV
* total charge: -1
* energy relative to the best compared isomer or geometry (same formula, charge and spin): 11.44 kcal/mol
* highest occupied orbital energy: -3.19 eV

Each line ends with the Löwdin charge.
Atoms and positions in Å:
O  -1.080  -1.501  -0.333  -0.142
C  -0.632  -0.383  -0.433  -1.163
P  1.045  0.305  -0.060  0.594
S  -1.518  1.313  -0.963  -0.028
H  1.523  -0.856  0.684  -0.146
H  0.662  1.122  1.104  -0.115


# 4
Computed, not measured: C49H42BN11PTi as an isolated structure, with wB97M-V/def2-TZVPD.

Computed properties:
* orbital gap (spin up / spin down): 6.9 / 6.9 eV
* <S²>: 0.755
* max |F|: 0.9 eV/Å
* calculated total energy: -100970.014 eV
* energy relative to the best compared isomer or geometry (same formula, charge and spin): 17.95 kcal/mol
* multiplicity: 2
* highest occupied orbital energy (spin up / spin down): -7.48 / -7.48 eV

Each line ends with the Löwdin charge.
Atoms and positions in Å:
Ti  0.314  -0.140  0.207  0.945
C  -4.083  -0.460  -0.616  -0.021
C  -2.797  0.030  -0.830  -0.129
N  -1.942  -0.478  0.050  -0.021
N  -2.658  -1.304  0.853  0.042
C  -3.942  -1.318  0.451  -0.062
B  -1.830  -2.281  1.722  -0.640
N  -0.915  -1.514  2.711  0.023
C  -0.917  -1.611  4.053  -0.052
C  0.269  -1.096  4.529  -0.028
C  0.963  -0.703  3.385  -0.125
N  0.242  -0.947  2.295  -0.029
N  -0.939  -3.060  0.724  0.031
C  -0.985  -4.367  0.417  -0.059
C  -0.058  -4.620  -0.567  -0.041
C  0.526  -3.380  -0.812  -0.131
N  -0.004  -2.431  -0.046  0.003
N  -2.708  -3.196  2.576  -0.019
C  -3.968  -3.042  3.058  -0.098
C  -4.214  -4.056  3.948  -0.063
C  -3.019  -4.798  3.957  -0.153
N  -2.119  -4.276  3.145  0.065
H  -4.979  -0.237  -1.168  0.102
H  -2.459  0.724  -1.581  0.102
H  -4.672  -1.964  0.894  0.104
H  -1.741  -2.069  4.574  0.121
H  0.593  -1.028  5.553  0.098
H  1.936  -0.252  3.293  0.107
H  -1.658  -5.025  0.937  0.112
H  0.166  -5.564  -1.033  0.096
H  1.298  -3.144  -1.522  0.096
H  -4.586  -2.200  2.806  0.104
H  -5.116  -4.222  4.511  0.091
H  -2.776  -5.686  4.520  0.102
N  9.940  3.572  3.488  0.155
C  8.896  3.212  3.172  -0.183
C  7.588  2.762  2.776  -0.231
C  6.812  2.018  3.662  -0.012
C  5.551  1.596  3.277  -0.007
C  5.058  1.901  2.012  -0.192
C  5.845  2.634  1.130  -0.009
C  7.103  3.071  1.507  -0.011
C  3.688  1.453  1.623  -0.065
C  3.616  0.400  0.675  -0.261
C  4.736  -0.242  0.119  -0.018
C  4.261  -1.142  -0.828  -0.059
C  2.879  -1.009  -0.800  -0.190
N  2.456  -0.096  0.100  -0.041
C  2.644  2.100  2.231  -0.267
C  2.746  3.182  3.177  -0.011
C  1.487  3.443  3.602  -0.045
C  0.646  2.517  2.897  -0.170
N  1.300  1.742  2.071  0.029
H  7.199  1.777  4.643  0.122
H  4.938  1.024  3.961  0.128
H  5.469  2.858  0.139  0.113
H  7.712  3.648  0.825  0.122
H  5.764  -0.066  0.387  0.110
H  4.832  -1.804  -1.458  0.095
H  2.166  -1.508  -1.428  0.060
H  3.659  3.675  3.471  0.114
H  1.162  4.190  4.309  0.100
H  -0.424  2.456  3.011  0.091
C  2.436  3.270  -1.031  -0.032
C  1.673  4.278  -0.211  -0.260
C  2.289  5.482  0.121  -0.042
C  1.636  6.452  0.863  -0.078
C  0.340  6.229  1.299  -0.081
C  -0.293  5.037  0.981  -0.088
C  0.355  4.061  0.223  -0.305
P  -0.465  2.491  -0.221  1.132
C  -2.148  2.662  0.534  -0.306
C  -2.296  1.885  1.688  -0.151
C  -3.466  1.862  2.426  -0.069
C  -4.541  2.628  2.005  -0.071
C  -4.416  3.400  0.862  -0.046
C  -3.239  3.440  0.115  -0.257
C  -3.205  4.330  -1.096  -0.035
C  -0.567  2.564  -2.036  -0.330
C  -0.709  3.738  -2.780  -0.115
C  -0.876  3.686  -4.150  -0.084
C  -0.914  2.446  -4.782  -0.076
C  -0.690  1.289  -4.060  -0.043
C  -0.442  1.326  -2.681  -0.330
C  0.097  0.120  -1.962  -0.247
H  3.496  3.300  -0.771  0.067
H  2.343  3.486  -2.097  0.096
H  2.091  2.247  -0.870  0.045
H  3.310  5.652  -0.207  0.114
H  2.142  7.378  1.107  0.103
H  -0.179  6.974  1.887  0.103
H  -1.301  4.862  1.330  0.103
H  -1.478  1.247  2.006  0.061
H  -3.532  1.239  3.310  0.108
H  -5.472  2.624  2.558  0.105
H  -5.256  3.999  0.531  0.108
H  -4.150  4.861  -1.200  0.080
H  -3.028  3.765  -2.012  0.076
H  -2.410  5.074  -1.015  0.073
H  -0.697  4.695  -2.272  0.104
H  -0.993  4.598  -4.721  0.103
H  -1.078  2.387  -5.851  0.103
H  -0.643  0.334  -4.571  0.112
H  1.168  0.166  -2.199  0.050
H  -0.263  -0.791  -2.454  0.059